No. 1
ORCA calculation (ωB97M-V/def2-TZVPD) on a structure of composition C34H21Br2EuN6O9S2 at a distorted geometry.

Values from the calculation:
HOMO-LUMO gap (alpha / beta) in eV: 4.07 / 4.94
Relative energy (zero: lowest compared OMol25 entry of this formula, charge and spin) in kcal per mole: 102.8
2S+1: 7
Total charge: -2
HOMO energy (alpha / beta) in Eh: -0.0167 / -0.1066

Each line ends with the Löwdin spin population.
Atoms and positions in Å:
Eu (0.488, 0.370, -1.407)  4.04
Br (-5.804, -3.144, 0.986)  0.05
Br (-3.572, -2.444, -4.080)  0.03
S (4.668, -1.824, 0.459)  0.00
S (2.128, -3.933, 0.047)  0.00
O (-2.143, 3.908, -2.527)  0.00
O (3.354, -4.457, 0.700)  0.00
O (1.702, -0.256, -3.276)  0.00
O (1.947, 2.715, -0.689)  0.00
O (1.752, -4.642, -1.159)  0.00
O (-1.242, 1.944, 2.524)  0.00
O (3.125, 0.136, -5.024)  0.00
O (-1.214, -0.999, -2.367)  0.28
O (-1.058, 2.183, -1.553)  0.00
N (-0.936, -1.071, 0.403)  0.19
N (-2.589, -5.035, 3.422)  0.00
N (0.470, 1.869, 0.826)  0.00
N (0.602, 2.047, -3.420)  0.00
N (2.815, -0.222, -0.353)  -0.01
N (2.027, -2.330, -0.110)  0.00
C (-1.219, 3.145, -2.375)  0.00
C (3.033, -1.487, -0.052)  0.00
C (-3.337, -2.106, -2.159)  0.22
C (-4.347, -2.615, -1.363)  0.07
C (-0.770, 5.014, 2.416)  0.00
C (1.645, 1.851, -4.232)  0.00
C (0.739, -4.085, 1.152)  0.00
C (2.281, 0.441, -4.181)  0.00
C (0.879, -4.188, 2.505)  0.00
C (-1.417, -4.774, 2.676)  0.00
C (1.364, 4.063, -5.017)  0.00
C (5.027, -0.111, 0.377)  0.00
C (-2.121, -1.499, -0.192)  0.08
C (-4.283, -2.537, 0.009)  0.27
C (-0.149, 3.942, 1.804)  0.00
C (-0.487, -4.347, 0.544)  0.00
C (-0.072, 3.146, -3.418)  0.00
C (-0.217, -4.399, 3.309)  0.00
C (-3.170, -1.998, 0.627)  0.02
C (-0.807, -1.075, 1.724)  0.14
C (0.898, 4.197, 0.922)  0.00
C (3.948, 0.543, -0.048)  0.00
C (-1.562, -4.686, 1.289)  0.00
C (0.196, 4.214, -4.260)  0.00
C (-0.372, 6.339, 2.058)  0.00
C (2.054, 2.846, -5.046)  0.00
C (0.654, 6.521, 1.138)  0.00
C (1.309, 5.441, 0.557)  0.00
C (-0.379, 2.431, 1.766)  0.00
C (-3.053, -1.870, 2.051)  0.21
C (-1.861, -1.432, 2.581)  0.13
C (-2.164, -1.507, -1.631)  0.21
C (0.559, -0.758, 2.310)  0.02
C (1.239, 2.850, 0.295)  0.00
H (-0.527, -4.310, -0.520)  0.00
H (-2.492, -4.898, 0.800)  0.00
H (-0.090, -4.374, 4.386)  0.00
H (0.440, -0.109, 3.172)  0.00
H (5.958, 0.308, 0.620)  0.00
H (3.913, 1.630, -0.083)  0.00
H (-0.871, 7.175, 2.547)  0.00
H (2.877, 2.650, -5.674)  0.00
H (-3.816, -2.180, 2.754)  0.01
H (-2.545, -4.837, 4.444)  0.00
H (-1.619, 4.861, 3.106)  0.00
H (-1.737, -1.365, 3.654)  0.00
H (1.257, -0.282, 1.637)  0.00
H (1.011, -1.630, 2.787)  0.01
H (-5.231, -3.149, -1.789)  0.00
H (-3.363, -4.627, 2.967)  0.00
H (2.143, 5.528, -0.147)  0.00
H (0.980, 7.506, 0.838)  0.00
H (-0.427, 5.080, -4.307)  0.00
H (1.882, -4.177, 2.878)  0.00
H (1.696, 4.875, -5.613)  0.00

=====

No. 2
ORCA calculation (ωB97M-V/def2-TZVPD) on a structure of composition C34H21ClN3O2S6Ta.

Values from the calculation:
HOMO-LUMO gap in eV: 6.72
Relative energy (zero: lowest compared OMol25 entry of this formula, charge and spin) in kcal per mole: 3.6
2S+1: 1
Total charge: 0
HOMO energy in Eh: -0.2893

Each line ends with the natural charge from an NBO analysis.
Atoms and positions in Å:
Ta (-0.360, 0.240, -0.210)  0.91
Cl (-1.449, 2.893, 8.033)  0.00
S (-1.147, -2.193, -0.774)  0.47
S (1.882, 1.564, 0.510)  0.48
S (-2.852, 0.329, 0.278)  -0.06
S (-0.669, 2.644, -0.639)  0.01
S (-1.590, 0.374, -2.397)  -0.04
S (1.430, -0.452, -1.782)  -0.08
O (-1.270, -1.226, 2.762)  -0.65
O (-0.537, 0.677, 1.829)  -0.82
N (-0.940, -0.198, -8.482)  -0.29
N (2.900, -1.364, -7.659)  -0.29
N (1.094, -1.334, 1.008)  -0.47
C (2.158, -1.067, -6.833)  0.27
C (3.212, -1.777, 2.030)  -0.24
C (-3.518, -3.537, -0.798)  -0.18
C (1.828, 3.619, 2.390)  -0.21
C (-1.078, 2.771, 5.361)  -0.24
C (-0.544, 4.608, 1.311)  -0.23
C (-5.604, -2.562, -0.143)  -0.18
C (-0.974, 2.093, 4.157)  -0.18
C (-0.064, -0.310, -6.052)  -0.13
C (-0.475, -0.019, -3.688)  -0.08
C (-0.999, -0.044, 2.825)  0.80
C (0.838, -0.410, -3.422)  -0.20
C (-1.487, 0.673, 6.493)  -0.25
C (2.224, -0.905, 1.603)  0.25
C (-4.879, -3.663, -0.600)  -0.23
C (2.377, 0.553, 1.919)  -0.58
C (-1.122, 0.712, 4.112)  -0.11
C (1.824, -3.584, 1.384)  -0.24
C (0.869, -2.663, 0.979)  0.28
C (-1.328, 2.051, 6.518)  -0.02
C (-1.385, 0.009, 5.283)  -0.16
C (-2.890, -2.330, -0.513)  -0.29
C (-4.978, -1.357, 0.108)  -0.24
C (1.242, 4.758, 2.926)  -0.23
C (0.062, 5.248, 2.384)  -0.15
C (1.695, -0.750, -4.463)  -0.15
C (1.208, 2.984, 1.328)  -0.21
C (-0.913, 0.027, -5.011)  -0.20
C (3.027, -3.139, 1.888)  -0.12
C (-0.545, -0.254, -7.404)  0.28
C (-0.496, -3.149, 0.614)  -0.60
C (1.256, -0.706, -5.777)  -0.14
C (0.027, 3.462, 0.770)  -0.16
C (-3.597, -1.214, -0.069)  -0.03
H (-0.479, -4.207, 0.361)  0.24
H (-1.929, 0.330, -5.227)  0.24
H (-0.394, 6.136, 2.802)  0.21
H (1.712, 5.262, 3.760)  0.22
H (-5.550, -0.504, 0.449)  0.22
H (-1.689, 0.138, 7.410)  0.23
H (-5.377, -4.600, -0.812)  0.22
H (3.794, -3.838, 2.192)  0.23
H (1.604, -4.639, 1.305)  0.23
H (-1.149, -2.966, 1.468)  0.30
H (-0.968, 3.845, 5.405)  0.23
H (4.113, -1.376, 2.472)  0.23
H (3.406, 0.767, 2.198)  0.24
H (-1.469, 4.987, 0.895)  0.23
H (2.756, 3.239, 2.798)  0.22
H (-6.672, -2.647, 0.006)  0.22
H (-0.790, 2.641, 3.243)  0.23
H (1.713, 0.812, 2.746)  0.27
H (-1.511, -1.064, 5.228)  0.24
H (2.712, -1.051, -4.250)  0.24
H (-2.938, -4.368, -1.181)  0.22

=====

No. 3
ORCA calculation (ωB97M-V/def2-TZVPD) on a structure of composition C34H22F9N4O5RuS3.

Values from the calculation:
HOMO-LUMO gap (alpha / beta) in eV: 7.18 / 6.93
Relative energy (zero: lowest compared OMol25 entry of this formula, charge and spin) in kcal per mole: 6.4
2S+1: 5
Total charge: -1
HOMO energy (alpha / beta) in Eh: -0.1867 / -0.1776

Each line ends with the Löwdin spin population.
Atoms and positions in Å:
Ru (-0.518, 0.954, -0.240)  3.46
S (2.512, -2.764, 1.347)  0.00
S (-2.328, -2.543, -1.149)  0.00
S (1.207, -1.206, -3.010)  0.00
F (-3.557, 1.830, 3.502)  0.00
F (-2.891, -0.680, 4.069)  0.00
F (-4.759, 1.973, 1.708)  0.00
F (-5.179, -0.384, 0.572)  0.00
F (-2.668, 2.476, 1.645)  0.00
F (-4.279, -2.011, 1.634)  0.00
F (-5.332, -0.477, 2.733)  0.00
F (-1.216, 0.331, 3.130)  0.00
F (-1.760, -1.667, 2.518)  0.00
O (1.583, 4.494, -2.160)  0.01
O (0.129, 2.141, 1.677)  0.04
O (-2.567, 0.060, 0.574)  0.05
O (-0.988, 5.121, -1.022)  0.00
O (0.047, -1.077, -0.208)  0.14
N (2.025, 1.243, -0.874)  0.04
N (1.395, 2.108, 1.962)  0.00
N (-2.279, 1.895, -1.629)  0.06
N (0.062, 3.040, -1.161)  0.06
C (2.206, -3.747, 2.716)  0.00
C (-0.735, -3.163, -1.170)  0.00
C (-3.504, 3.907, -1.224)  0.00
C (-0.992, 3.911, -1.163)  0.01
C (2.578, -3.064, -1.948)  0.00
C (-4.663, 1.878, -1.705)  0.00
C (3.225, -2.749, -3.186)  0.00
C (1.272, 3.449, -1.599)  0.01
C (3.475, 3.220, 2.128)  0.00
C (0.968, -3.093, 0.645)  0.00
C (0.435, -2.343, -0.593)  0.02
C (-3.438, 1.248, -1.790)  0.01
C (-2.948, -3.925, -1.938)  0.00
C (-3.161, 0.127, 1.759)  0.01
C (2.122, 3.237, 1.864)  0.01
C (-2.321, 3.202, -1.346)  0.01
C (-0.694, -4.399, -1.748)  0.00
C (-4.505, -0.692, 1.689)  0.00
C (0.972, -4.312, 2.639)  0.00
C (4.316, 0.574, -0.997)  0.00
C (-1.974, -4.847, -2.187)  0.00
C (1.476, -2.297, -1.713)  0.00
C (2.577, -1.765, -3.868)  0.00
C (4.661, 1.804, -1.542)  0.00
C (-2.258, -0.487, 2.893)  0.00
C (4.096, 2.036, 2.490)  0.01
C (2.991, 0.347, -0.677)  0.00
C (2.363, 2.423, -1.387)  0.00
C (-3.540, 1.617, 2.172)  0.00
C (-4.696, 3.229, -1.403)  0.00
C (3.667, 2.746, -1.738)  0.00
C (1.976, 0.939, 2.300)  0.01
C (3.326, 0.888, 2.572)  0.00
C (0.271, -3.938, 1.451)  0.00
H (-0.732, -4.270, 1.212)  0.00
H (5.160, 2.005, 2.688)  0.00
H (0.566, -4.972, 3.396)  0.00
H (3.760, -0.070, 2.826)  0.00
H (-2.152, -5.798, -2.673)  0.00
H (-5.571, 1.303, -1.825)  0.00
H (0.226, -4.962, -1.864)  0.00
H (-5.643, 3.745, -1.296)  0.00
H (-4.002, -3.993, -2.169)  0.00
H (-3.453, 4.962, -0.995)  0.00
H (2.958, -3.867, 3.484)  0.00
H (1.311, 0.084, 2.301)  0.00
H (2.848, -1.319, -4.815)  0.00
H (5.052, -0.203, -0.831)  0.00
H (-3.368, 0.191, -2.003)  0.00
H (2.673, -0.588, -0.247)  0.00
H (1.559, 4.102, 1.544)  0.00
H (3.856, 3.724, -2.160)  0.00
H (2.924, -3.826, -1.261)  0.00
H (4.032, 4.142, 2.025)  0.00
H (4.128, -3.232, -3.540)  0.00
H (5.688, 2.023, -1.812)  0.00

=====

No. 4
ORCA calculation (ωB97M-V/def2-TZVPD) on a structure of composition C34H23Cl7CoN6O8S.

Values from the calculation:
HOMO-LUMO gap (alpha / beta) in eV: 4.59 / 4.56
Relative energy (zero: lowest compared OMol25 entry of this formula, charge and spin) in kcal per mole: 0.0
2S+1: 2
Total charge: -2
HOMO energy (alpha / beta) in Eh: -0.0544 / -0.0532

Each line ends with the Löwdin spin population.
Atoms and positions in Å:
Co (-1.348, 0.232, -0.949)  0.96
Cl (-4.048, 3.669, -6.025)  0.00
Cl (-1.231, 3.473, -4.586)  0.00
Cl (-6.447, 1.953, -4.932)  0.00
Cl (4.847, 2.223, 0.480)  0.00
Cl (-6.008, 0.070, -2.436)  0.00
Cl (7.031, -7.577, -0.049)  0.00
Cl (2.429, -4.830, 0.251)  0.00
S (2.170, 2.100, 1.799)  0.00
O (-1.946, -3.975, -1.457)  0.00
O (-1.415, 1.078, 3.294)  0.00
O (-3.231, 0.164, -1.399)  -0.01
O (-5.294, 2.297, 0.959)  0.00
O (-1.223, 1.591, -2.304)  -0.01
O (5.004, -1.221, 0.245)  0.00
O (-1.160, -1.919, -1.966)  0.03
O (-0.891, 1.422, 1.132)  0.02
N (2.564, -0.928, -1.374)  0.00
N (-4.529, 4.262, 1.765)  0.00
N (-1.767, -1.048, 0.503)  0.00
N (0.676, 0.114, -0.969)  0.00
N (-3.290, 3.052, 0.137)  0.00
N (-1.310, 3.900, -0.638)  0.00
C (2.738, 0.378, -1.784)  0.00
C (-4.885, 1.862, -4.169)  0.00
C (4.158, -4.820, 0.089)  0.00
C (1.557, 1.005, -1.530)  0.00
C (-3.510, 5.142, 1.910)  0.00
C (4.814, -6.042, 0.079)  0.00
C (3.787, 0.100, 1.877)  0.00
C (-3.328, -2.502, 2.218)  0.00
C (-4.700, 1.020, -3.064)  0.00
C (-2.584, 2.528, -4.023)  0.00
C (4.964, -0.780, 1.607)  0.00
C (-2.342, 3.953, 0.227)  0.00
C (1.303, -1.030, -0.900)  0.00
C (6.191, -6.048, -0.036)  0.00
C (4.845, -3.613, -0.016)  0.00
C (3.496, -2.026, -1.409)  0.00
C (-3.001, -3.012, 0.974)  0.00
C (-3.838, 2.619, -4.654)  0.00
C (-2.825, -1.270, 2.610)  0.00
C (-5.728, 4.359, 2.569)  0.00
C (-2.378, 1.696, -2.938)  0.00
C (3.660, 1.374, 1.404)  0.00
C (6.913, -4.872, -0.138)  0.00
C (1.691, 0.724, 2.682)  0.00
C (-2.041, -0.561, 1.715)  0.00
C (-1.415, 0.791, 2.076)  0.00
C (4.118, -2.281, -0.038)  0.00
C (-2.385, 5.035, 1.181)  0.00
C (-1.747, -2.766, -1.252)  0.00
C (6.230, -3.666, -0.126)  0.00
C (-3.461, 0.911, -2.425)  0.00
C (-4.400, 3.124, 0.916)  0.00
C (2.634, -0.259, 2.636)  0.00
C (-2.210, -2.249, 0.127)  0.00
H (-3.969, -3.064, 2.888)  0.00
H (4.255, -6.962, 0.162)  0.00
H (2.510, -1.225, 3.109)  0.00
H (-5.702, 3.658, 3.406)  0.00
H (-3.337, -3.976, 0.620)  0.00
H (4.294, -1.814, -2.122)  0.00
H (-1.235, 3.058, -1.224)  0.00
H (6.769, -2.731, -0.196)  0.00
H (-3.021, -0.831, 3.577)  0.00
H (-6.592, 4.110, 1.958)  0.00
H (3.308, -2.317, 0.698)  0.00
H (3.669, 0.720, -2.200)  0.00
H (-1.575, 5.741, 1.286)  0.00
H (2.964, -2.914, -1.753)  0.00
H (-3.663, 5.932, 2.635)  0.00
H (-5.819, 5.378, 2.948)  0.00
H (4.948, -1.647, 2.278)  0.00
H (5.903, -0.249, 1.767)  0.00
H (7.990, -4.900, -0.222)  0.00
H (1.260, 2.018, -1.739)  0.00
H (-0.446, 4.315, -0.338)  0.00
H (0.715, 0.734, 3.151)  0.00
H (0.872, -1.957, -0.562)  0.00